Entry 1:
This record from the OMol25 dataset describes 8 unconnected molecules or ions with the total composition C26H63N2O21S8 in a non-equilibrium geometry. The level of theory is ωB97M-V/def2-TZVPD.

Computed properties:
- Kohn-Sham gap (eV) = 8.014
- E_tot (hartree) = -5903.199688

Structure (ORCA input):
```
! wB97M-V def2-TZVPD RIJCOSX def2/J DEFGRID3
* xyz 1 1
S 1.82 0.40 4.42
N 0.79 1.16 3.18
C -0.64 0.76 3.17
C -0.97 -0.57 3.04
C -2.33 -0.86 3.01
C -3.23 0.20 3.09
C -2.75 1.49 3.21
N -1.45 1.79 3.27
H 2.42 -0.51 3.63
H 1.17 0.89 2.27
H 0.87 2.19 3.21
H -0.22 -1.35 2.98
H -2.68 -1.88 2.93
H -4.30 0.02 3.06
H -3.44 2.33 3.28
O 3.99 -1.56 1.81
S 5.15 -1.71 0.97
O 5.01 -2.42 -0.26
O 6.33 -2.31 1.82
C 6.09 -3.56 2.55
C 6.06 -4.77 1.65
C 5.87 -0.13 0.66
H 5.18 -3.46 3.14
H 6.92 -3.61 3.25
H 5.20 -4.75 0.98
H 6.00 -5.67 2.27
H 6.96 -4.82 1.04
H 5.98 0.40 1.60
H 5.18 0.40 0.00
H 6.83 -0.28 0.17
O 0.82 -2.73 -3.66
S -0.24 -2.94 -2.73
O -0.99 -1.82 -2.24
O 0.30 -3.79 -1.50
C 1.47 -3.28 -0.81
C 1.16 -2.06 0.03
C -1.36 -4.15 -3.36
H 2.26 -3.07 -1.53
H 1.80 -4.11 -0.19
H 0.87 -1.22 -0.60
H 2.04 -1.78 0.60
H 0.33 -2.26 0.71
H -0.79 -5.00 -3.71
H -1.89 -3.67 -4.19
H -2.05 -4.43 -2.58
O -0.47 1.86 -8.15
S -1.27 0.67 -8.19
O -2.69 0.76 -8.07
O -0.71 -0.36 -7.12
C -0.58 0.11 -5.75
C -1.92 0.23 -5.05
C -0.88 -0.27 -9.63
H -0.04 1.05 -5.75
H 0.04 -0.63 -5.25
H -2.53 1.01 -5.50
H -1.76 0.48 -4.00
H -2.47 -0.70 -5.11
H 0.20 -0.36 -9.71
H -1.29 0.28 -10.47
H -1.35 -1.24 -9.55
O 5.39 -4.80 5.39
S 4.39 -5.12 6.36
O 3.29 -5.96 5.98
O 3.82 -3.75 6.96
C 3.36 -2.78 6.00
C 2.01 -3.17 5.41
C 5.12 -5.73 7.83
H 4.12 -2.64 5.22
H 3.27 -1.84 6.55
H 2.10 -4.08 4.82
H 1.64 -2.39 4.76
H 1.29 -3.36 6.20
H 5.93 -5.07 8.12
H 5.50 -6.72 7.60
H 4.36 -5.78 8.61
O 2.10 3.73 1.88
S 1.70 4.72 0.90
O 2.43 4.79 -0.33
O 1.64 6.12 1.60
C 2.83 6.61 2.30
C 3.91 7.07 1.36
C -0.02 4.55 0.55
H 3.18 5.83 2.97
H 2.46 7.43 2.90
H 4.33 6.25 0.78
H 4.72 7.52 1.94
H 3.53 7.81 0.66
H -0.57 4.51 1.49
H -0.14 3.63 -0.02
H -0.33 5.41 -0.04
O -4.75 -1.30 5.75
S -4.64 -0.96 7.15
O -4.32 -1.98 8.09
O -5.95 -0.20 7.59
C -7.24 -0.84 7.35
C -7.51 -1.98 8.31
C -3.52 0.38 7.35
H -7.28 -1.17 6.31
H -7.96 -0.04 7.47
H -6.82 -2.80 8.17
H -8.53 -2.34 8.15
H -7.41 -1.64 9.34
H -3.78 1.16 6.64
H -2.53 -0.01 7.15
H -3.59 0.74 8.37
O -4.87 6.02 -10.06
S -4.35 5.43 -11.25
O -5.25 4.86 -12.21
O -3.25 4.36 -10.86
C -3.62 3.32 -9.92
C -4.51 2.26 -10.54
C -3.28 6.56 -12.07
H -4.09 3.78 -9.04
H -2.68 2.88 -9.60
H -5.48 2.67 -10.82
H -4.66 1.46 -9.81
H -4.05 1.86 -11.44
H -2.58 6.97 -11.34
H -3.91 7.34 -12.48
H -2.76 6.04 -12.86
*
```

---

Entry 2:
This record from the OMol25 dataset describes 5 unconnected molecules or ions with the total composition C26H64F6N4O2P in a non-equilibrium geometry. The level of theory is ωB97M-V/def2-TZVPD.

Computed properties:
- Kohn-Sham gap (eV) = 11.072
- E_tot (hartree) = -2338.286310
- ΔE to the lowest compared entry with this formula, charge and spin (kJ/mol) = 357.7

Structure (ORCA input):
```
! wB97M-V def2-TZVPD RIJCOSX def2/J DEFGRID3
* xyz 3 1
P -1.37 -0.13 -13.02
F -2.77 -0.63 -12.32
F -0.79 -1.66 -13.13
F -2.11 -0.50 -14.47
F -0.03 0.46 -13.83
F -2.09 1.34 -12.89
F -0.60 0.15 -11.63
C -1.79 3.84 -17.70
N -2.14 2.74 -16.67
C -3.57 2.16 -16.91
C -1.09 1.69 -16.94
C -1.94 3.34 -15.24
C -2.47 4.82 -14.93
O -3.77 5.14 -15.52
H -2.66 4.49 -17.76
H -1.49 3.52 -18.71
H -0.88 4.29 -17.30
H -3.91 1.50 -16.11
H -3.69 1.76 -17.92
H -4.24 3.02 -16.89
H -1.17 0.91 -16.18
H -0.05 2.02 -16.97
H -1.27 1.30 -17.94
H -0.87 3.31 -15.04
H -2.33 2.60 -14.53
H -1.81 5.51 -15.45
H -2.31 4.98 -13.86
H -3.81 6.08 -15.72
C -5.04 -5.28 -14.13
N -4.01 -4.28 -13.57
C -4.74 -3.59 -12.38
C -2.71 -5.07 -13.05
C -3.63 -3.21 -14.60
C -4.71 -2.15 -15.02
O -5.92 -2.57 -15.49
H -4.42 -5.69 -14.93
H -5.94 -4.76 -14.44
H -5.20 -5.92 -13.27
H -4.85 -4.38 -11.63
H -5.67 -3.30 -12.85
H -4.18 -2.70 -12.09
H -2.30 -4.20 -12.54
H -2.10 -5.35 -13.91
H -3.02 -5.79 -12.30
H -3.03 -3.75 -15.33
H -2.88 -2.65 -14.03
H -4.33 -1.54 -15.84
H -5.01 -1.56 -14.15
H -6.58 -1.89 -15.41
C 2.35 -2.31 -15.03
C 2.92 -2.24 -13.63
C 2.68 -0.75 -13.16
N 2.95 -0.55 -11.61
C 4.47 -0.61 -11.28
C 2.05 -1.50 -10.75
C 1.69 -0.61 -9.43
C 1.79 0.87 -9.74
C 2.47 0.89 -11.20
H 2.93 -1.64 -15.66
H 1.29 -2.06 -15.04
H 2.26 -3.34 -15.37
H 3.95 -2.59 -13.64
H 2.49 -2.99 -12.96
H 1.61 -0.63 -13.28
H 3.24 0.00 -13.71
H 4.87 -0.31 -10.32
H 4.91 0.10 -11.99
H 4.84 -1.63 -11.36
H 2.71 -2.29 -10.39
H 1.02 -1.58 -11.11
H 2.40 -0.69 -8.61
H 0.73 -0.91 -9.01
H 2.39 1.47 -9.06
H 0.81 1.34 -9.68
H 3.26 1.59 -11.45
H 1.63 1.05 -11.87
C -3.81 2.03 -5.83
C -3.65 1.89 -7.35
C -4.06 3.24 -8.05
N -4.17 3.35 -9.62
C -5.13 2.29 -10.22
C -2.77 3.02 -10.25
C -1.99 4.36 -10.33
C -3.00 5.46 -10.24
C -4.40 4.81 -10.15
H -4.85 2.32 -5.66
H -3.29 2.87 -5.36
H -3.57 1.09 -5.33
H -4.20 1.01 -7.70
H -2.61 1.62 -7.57
H -3.42 4.01 -7.63
H -5.11 3.30 -7.77
H -4.70 1.30 -10.06
H -5.23 2.45 -11.29
H -6.12 2.36 -9.77
H -2.99 2.80 -11.29
H -2.23 2.28 -9.67
H -1.50 4.39 -11.30
H -1.24 4.39 -9.53
H -3.02 6.17 -11.07
H -2.75 6.11 -9.40
H -4.75 4.72 -11.18
H -5.11 5.44 -9.61
*
```

---

Number 1: highest occupied orbital energy -11.43 eV. Number 2: highest occupied orbital energy -17.05 eV.